No. 1
Entry from OMol25: an isolated molecule of C17H21N3O in a non-equilibrium geometry (ωB97M-V with the def2-TZVPD basis set).

Output
Charge: 0
LUMO, eV: 0.61
HOMO level, eV: -8.10
HOMO-LUMO gap, eV: 8.712
Relative energy (zero: lowest compared OMol25 entry of this formula, charge and spin), kJ/mol: 136.2
SMILES: CCC(CC)c1nc(C#N)c(N[C@@H](C)c2ccccc2)o1

Last column: Löwdin charge in e.
Geometry (Å):
1 C -0.29335 -2.10519 -1.90973  -0.0868
2 C 0.89681 -2.86893 -1.34286  -0.1996
3 H 0.64706 -3.92956 -1.27072  0.1108
4 H 1.74592 -2.76885 -2.02196  0.1138
5 C 1.34562 -2.38292 0.04978  -0.2592
6 C 1.80631 -0.97115 -0.03695  -0.3125
7 N 2.97126 -0.55920 -0.38770  0.2033
8 C 2.91013 0.81946 -0.36373  -0.2270
9 C 1.62955 1.17564 0.02654  -0.2317
10 N 1.02982 2.38371 0.15403  0.1102
11 H 1.65435 3.17501 0.18974  0.1511
12 C -0.24210 2.50667 0.85206  -0.3234
13 C -1.27917 1.64349 0.16961  -0.2159
14 C -2.09740 0.80198 0.90899  -0.0422
15 C -3.04452 0.01396 0.27857  -0.0829
16 C -3.17969 0.05883 -1.09808  -0.0952
17 C -2.36529 0.89612 -1.84185  -0.0808
18 C -1.42112 1.68564 -1.21140  -0.0375
19 H -0.77731 2.32916 -1.79359  0.1200
20 H -2.46348 0.93073 -2.91681  0.1069
21 H -3.91426 -0.56014 -1.59140  0.1039
22 H -3.67354 -0.64088 0.86389  0.1046
23 H -1.98831 0.75729 1.98358  0.1157
24 C -0.66799 3.97195 0.84598  -0.0295
25 H -1.62714 4.07693 1.34596  0.0889
26 H 0.06489 4.58609 1.36548  0.0811
27 H -0.76802 4.32917 -0.17579  0.0846
28 H -0.13225 2.16781 1.89572  0.1497
29 O 0.93137 0.04648 0.23587  0.1261
30 C 3.96413 1.68228 -0.66470  -0.1854
31 N 4.79554 2.44238 -0.89154  0.1438
32 C 0.25154 -2.53855 1.11028  -0.2145
33 C 0.78949 -2.30769 2.51757  -0.0866
34 H 1.58504 -3.01409 2.74541  0.0772
35 H -0.00272 -2.43288 3.25226  0.0720
36 H 1.19067 -1.30152 2.61611  0.0710
37 H -0.55189 -1.82821 0.90924  0.0940
38 H -0.15913 -3.54784 1.04096  0.1196
39 H 2.21782 -2.98033 0.33682  0.1516
40 H -0.51282 -2.45657 -2.91540  0.0765
41 H -1.18111 -2.24694 -1.29891  0.0670
42 H -0.08473 -1.03936 -1.96136  0.0673


No. 2
Entry from OMol25: a 3-piece molecular cluster, C17H21N4O2 overall (ωB97M-V with the def2-TZVPD basis set).

Output
Charge: +1
LUMO, eV: -5.25
HOMO level, eV: -10.55
HOMO-LUMO gap, eV: 5.294

Last column: Löwdin charge in e.
Geometry (Å):
1 C -4.28315 3.50951 0.83054  -0.0204
2 C -3.80259 2.11359 1.13529  -0.3883
3 N -3.58071 1.79318 2.33603  0.1675
4 C -3.62694 1.16383 -0.06144  -0.0639
5 C -2.29096 0.47863 -0.06619  -0.1155
6 C -2.10669 -0.64598 0.71132  0.0327
7 N -0.89541 -1.23422 0.81893  0.1243
8 C 0.18978 -0.75996 0.19575  0.0057
9 C 0.07604 0.34873 -0.60483  0.0743
10 C -1.16891 0.95686 -0.76088  -0.0154
11 C -1.24274 2.20544 -1.60188  -0.4761
12 O -0.65879 3.18748 -1.26474  0.1849
13 O -2.00531 2.15259 -2.70685  0.1582
14 H -5.21560 3.67379 1.37047  0.0933
15 H -3.56114 4.21544 1.23829  0.0943
16 H -4.43235 3.68981 -0.22937  0.0766
17 H -3.25793 0.83328 2.45190  0.0413
18 H -3.76013 1.72692 -0.98208  0.1084
19 H -4.41856 0.41135 -0.04576  0.1413
20 H -2.92523 -1.10555 1.24672  0.1573
21 H -0.83472 -2.04662 1.42137  0.1710
22 H 1.13010 -1.26880 0.35237  0.1477
23 H 0.97716 0.73036 -1.06942  0.1358
24 H -2.22412 1.24472 -2.95665  0.1379
25 N 3.28086 2.52918 -2.70928  -0.0026
26 C 2.81389 3.06857 -1.53695  -0.1576
27 C 3.86372 3.13007 -0.65951  -0.1059
28 C 5.00489 2.60453 -1.32428  -0.1037
29 C 4.61460 2.24679 -2.58643  -0.1357
30 H 2.73799 2.38625 -3.54036  0.1407
31 H 1.78837 3.38294 -1.43742  0.0853
32 H 3.82237 3.51903 0.34405  0.0928
33 H 6.00124 2.51613 -0.92591  0.0946
34 H 5.17253 1.82954 -3.40679  0.1091
35 N 1.06830 -4.43514 1.31820  -0.0221
36 C 2.39747 -4.72339 1.51789  -0.1347
37 C 2.48563 -6.04640 1.84156  -0.0923
38 C 1.16625 -6.57981 1.84130  -0.0937
39 C 0.31159 -5.56675 1.51574  -0.1415
40 H 0.71296 -3.53763 1.06389  0.0870
41 H 3.15763 -3.96854 1.41205  0.1063
42 H 3.39586 -6.57960 2.05592  0.1000
43 H 0.88195 -7.59594 2.05454  0.0995
44 H -0.75921 -5.55419 1.40292  0.1018


No. 3
Entry from OMol25: an isolated molecule of C17H21N5O2S (ωB97M-V with the def2-TZVPD basis set).

Output
Charge: 0
LUMO, eV: 0.63
HOMO level, eV: -7.95
HOMO-LUMO gap, eV: 8.577
Relative energy (zero: lowest compared OMol25 entry of this formula, charge and spin), kJ/mol: 118.9
SMILES: Cc1cccc(C(=O)N[C@H](C)/C=C/C(=O)N[C@H](C)c2nncs2)c1N

Last column: Löwdin charge in e.
Geometry (Å):
1 C -0.24607 6.93285 1.84569  -0.0560
2 C -0.85168 5.75882 1.13211  -0.2183
3 C -1.84492 5.93216 0.19216  -0.0486
4 C -2.43869 4.85124 -0.45746  -0.0927
5 C -1.98973 3.58234 -0.17265  -0.0545
6 C -0.96410 3.35664 0.75201  -0.0775
7 C -0.43998 1.98447 0.98584  -0.4053
8 O 0.16328 1.66154 2.00656  0.0407
9 N -0.67489 1.07622 -0.00380  0.1001
10 C -0.17603 -0.30057 0.03362  -0.3414
11 C -0.75241 -1.09110 1.20757  -0.0387
12 C 1.32716 -0.34169 0.02736  -0.0207
13 C 2.03826 -0.99538 -0.88065  -0.0010
14 C 3.52383 -1.01744 -0.81171  -0.4874
15 O 4.17015 -0.40365 0.02086  0.0376
16 N 4.13137 -1.77245 -1.77544  0.0943
17 C 5.56693 -2.00729 -1.72295  -0.3653
18 C 6.08377 -2.41254 -3.09375  -0.0498
19 C 5.88221 -3.05424 -0.67958  -0.5684
20 N 5.89262 -4.32285 -0.94367  0.0073
21 N 6.14654 -5.09429 0.15113  -0.0534
22 C 6.33076 -4.37856 1.21421  -0.4802
23 S 6.18570 -2.69058 0.97191  1.0815
24 C -0.41232 4.45150 1.44935  -0.2100
25 N 0.51673 4.28763 2.43581  0.1499
26 H -0.39260 6.85857 2.92662  0.0856
27 H 0.83104 7.00531 1.66510  0.0827
28 H -0.69649 7.86414 1.50743  0.0758
29 H -2.17907 6.93960 -0.02817  0.1103
30 H -3.24094 5.00765 -1.16498  0.0981
31 H -2.46530 2.73653 -0.65359  0.1062
32 H -0.92997 1.43563 -0.90650  0.1271
33 H -0.53248 -0.75839 -0.89191  0.1390
34 H -0.45817 -2.13722 1.12180  0.0831
35 H -0.38880 -0.69780 2.15334  0.0744
36 H -1.84110 -1.03066 1.19573  0.0841
37 H 1.84251 0.18427 0.82337  0.1267
38 H 1.55665 -1.53336 -1.69266  0.1097
39 H 3.57380 -2.43872 -2.28652  0.1423
40 H 6.01452 -1.06435 -1.41178  0.1380
41 H 7.16254 -2.55638 -3.06254  0.0859
42 H 5.63512 -3.35355 -3.41084  0.0762
43 H 5.85044 -1.63459 -3.81961  0.0826
44 H 6.54502 -4.81746 2.17655  0.0677
45 H 1.08689 5.06586 2.70576  0.0849
46 H 0.83304 3.34993 2.62759  0.0773


No. 4
Entry from OMol25: an isolated molecule of C17H21N5O2S (ωB97M-V with the def2-TZVPD basis set).

Output
Charge: 0
LUMO, eV: 0.65
HOMO level, eV: -8.03
HOMO-LUMO gap, eV: 8.683
Relative energy (zero: lowest compared OMol25 entry of this formula, charge and spin), kJ/mol: 125.5
SMILES: Cc1cccc(C(=O)N[C@H](C)/C=C/C(=O)N[C@H](C)c2nncs2)c1N

Last column: Löwdin charge in e.
Geometry (Å):
1 C -1.04211 -1.85147 -6.26843  -0.0558
2 C -1.05257 -0.57662 -5.47549  -0.2182
3 C -1.90097 0.45952 -5.80689  -0.0490
4 C -1.90476 1.65891 -5.10117  -0.0911
5 C -1.07447 1.78556 -4.00966  -0.0541
6 C -0.22296 0.75068 -3.61490  -0.0750
7 C 0.56359 0.84824 -2.35141  -0.4049
8 O 1.54049 0.14567 -2.11212  0.0429
9 N 0.13915 1.78770 -1.45700  0.1010
10 C 0.77704 1.99972 -0.15453  -0.3407
11 C 2.23566 2.43071 -0.29015  -0.0399
12 C 0.64480 0.78185 0.71873  -0.0242
13 C 0.01409 0.78173 1.88299  -0.0008
14 C -0.06521 -0.45660 2.71054  -0.4789
15 O 0.39553 -1.52844 2.36348  0.0574
16 N -0.71385 -0.30071 3.90659  0.0936
17 C -0.70431 -1.37481 4.88145  -0.3719
18 C -1.92014 -1.28942 5.79252  -0.0443
19 C 0.57581 -1.33710 5.68392  -0.5808
20 N 0.82495 -0.40120 6.54151  0.0094
21 N 2.05114 -0.52370 7.12598  -0.0506
22 C 2.69010 -1.56199 6.69544  -0.4811
23 S 1.84196 -2.48590 5.52851  1.0738
24 C -0.14934 -0.41981 -4.39955  -0.2092
25 N 0.75844 -1.41472 -4.14058  0.1456
26 H -0.05885 -2.04426 -6.70599  0.0860
27 H -1.30072 -2.71525 -5.64781  0.0840
28 H -1.76447 -1.80056 -7.08097  0.0760
29 H -2.57129 0.33337 -6.64955  0.1104
30 H -2.54863 2.47419 -5.40049  0.0987
31 H -1.06650 2.72235 -3.46683  0.1057
32 H -0.77451 2.17898 -1.59276  0.1225
33 H 0.21832 2.81536 0.30951  0.1387
34 H 2.63339 2.69271 0.69056  0.0837
35 H 2.83688 1.62917 -0.71143  0.0742
36 H 2.30752 3.30249 -0.94161  0.0840
37 H 1.10710 -0.13168 0.36198  0.1263
38 H -0.45512 1.68472 2.26494  0.1090
39 H -0.86708 0.63155 4.25705  0.1405
40 H -0.72434 -2.29948 4.30679  0.1332
41 H -1.92087 -2.11695 6.50116  0.0853
42 H -1.90578 -0.36070 6.36337  0.0779
43 H -2.83086 -1.33329 5.19632  0.0826
44 H 3.67707 -1.82748 7.04182  0.0679
45 H 1.16262 -1.42723 -3.21589  0.0804
46 H 0.54408 -2.31583 -4.52997  0.0795